# 1
Density functional theory data (wB97M-V/def2-TZVPD) for the ion BH3IN2O with charge -1.

Last columns: bonded neighbours and bond lengths (Å).
CARTESIAN COORDINATES (ANGSTROEM)
1 N 1.219 -0.544 0.155  B2 1.503, H6 1.014, H7 1.016
2 B -0.124 0.090 0.385  N1 1.503, O3 1.443, N4 1.418, I5 2.785
3 O -0.049 1.520 0.207  B2 1.443, H8 0.959
4 N -1.297 -0.549 0.863  B2 1.418, I5 2.032
5 I -2.121 -1.494 -0.736  B2 2.785, N4 2.032
6 H 1.267 -0.989 -0.755  N1 1.014
7 H 1.942 0.170 0.149  N1 1.016
8 H -0.836 1.796 -0.268  O3 0.959

Summary:
energy relative to the best compared isomer or geometry (same formula, charge and spin)	0.0	kJ/mol
HOMO level	-2.47	eV
E_tot	-13855.71347	eV
strongest force on any atom	0.672	eV/A
total charge	-1

These are the Löwdin partial charges, in e, on atoms 1 to 5: number 1, N, carries 0.07; number 2, B, carries -1.15; number 3, O, carries -0.01; number 4, N, carries -0.50; number 5, I, carries 0.49

=====

# 2
Density functional theory data (wB97M-V/def2-TZVPD) for a cluster of 2 separate species, BH3S in total in a non-equilibrium geometry.

Last columns: bonded neighbours and bond lengths (Å).
CARTESIAN COORDINATES (ANGSTROEM)
1 B 0.645 -0.464 0.223  S2 1.724, H3 1.156
2 S -0.754 0.493 0.538  B1 1.724, H5 1.401
3 H 1.327 -1.397 0.182  B1 1.156
4 H 0.515 1.419 -2.322  no bonds
5 H -1.734 -0.051 1.379  S2 1.401

Summary:
energy relative to the best compared isomer or geometry (same formula, charge and spin)	461.9	kJ/mol
HOMO level (alpha / beta)	-10.52 / -7.53	eV
E_tot	-11555.13390	eV
strongest force on any atom	1.363	eV/A
total charge	0

Let us look at the Löwdin charges, expressed in e, one per atom: number 1, B, carries -0.47; number 2, S, carries 0.60; number 3, H, carries -0.07; number 4, H, carries 0.07; number 5, H, carries -0.13

=====

# 3
Density functional theory data (wB97M-V/def2-TZVPD) for an isolated molecule of BH3S3 in a non-equilibrium geometry.

Last columns: bonded neighbours and bond lengths (Å).
CARTESIAN COORDINATES (ANGSTROEM)
1 S 0.083 0.567 -1.704  B4 1.796, H5 1.365
2 S -1.588 0.378 1.120  B4 1.916, H6 1.359
3 S 1.546 -0.154 0.968  B4 1.836, H7 1.303
4 B -0.005 0.207 0.054  S1 1.796, S2 1.916, S3 1.836
5 H 1.370 0.113 -1.674  S1 1.365
6 H -1.967 -0.170 -0.065  S2 1.359
7 H 0.562 -0.941 1.301  S3 1.303

Summary:
energy relative to the best compared isomer or geometry (same formula, charge and spin)	69.7	kJ/mol
HOMO level	-9.71	eV
E_tot	-33231.60960	eV
strongest force on any atom	2.543	eV/A
SMILES	SB(S)S
total charge	0

These are the Löwdin partial charges, in e, on atoms 1 to 5: number 1, S, carries 0.71; number 2, S, carries 0.64; number 3, S, carries 0.69; number 4, B, carries -1.55; number 5, H, carries -0.13